232
Properties=species:S:1:pos:R:3:forces:R:3 method="wB97M-V/def2-TZVPD" multiplicity=1 charge=+1 de_lowest_kcal_mol=87.64
O -0.70981 0.09414 0.88550 -1.602 -0.522 2.000
H 3.79072 -1.21707 -6.04639 0.023 -0.166 0.355
H -0.97344 4.02490 -2.15413 0.340 -0.425 0.290
C 0.11259 4.96218 -0.49589 -0.974 0.000 2.220
C -3.40127 4.63539 0.82871 -0.404 -0.111 -1.152
F 0.01033 -1.47143 5.30364 -2.372 1.478 -2.736
H 1.27699 0.05913 2.77081 0.153 -0.438 -0.554
H -1.59148 1.44237 7.13612 -0.420 -0.038 0.034
H -3.96415 -3.21227 -7.56047 -0.575 -0.167 -0.206
H 4.79424 6.46451 -6.74915 -0.063 0.619 -0.291
H 2.48521 4.15562 4.03029 0.391 0.606 0.303
H 0.20102 -1.29606 -3.49311 -0.083 -0.589 0.829
H -2.18153 2.83865 0.77840 -0.001 -0.119 0.063
P -3.83875 0.22291 2.23962 -0.173 -0.252 0.219
H 3.18719 5.72861 -1.27053 -0.584 -0.097 0.689
C -4.25745 2.35297 0.28718 0.895 -1.117 0.227
C 2.35182 3.63845 4.98047 -0.196 -1.518 -1.516
H -8.23256 1.82831 3.81751 0.721 0.135 0.181
C 4.62505 -1.91352 3.40002 0.895 -0.592 -0.424
C 0.46838 -5.14691 3.15352 -0.028 1.127 -0.099
H -3.00334 -4.16466 6.87746 -0.578 -0.352 -0.046
H -2.35351 -3.17132 -6.22562 0.454 0.160 0.390
C -2.18506 -3.01626 8.39617 0.210 -0.063 -0.779
H -2.24444 -5.11640 8.12932 -0.298 -0.220 0.176
H 0.40045 -5.14495 -6.76373 -0.791 0.568 -0.146
C 7.34305 -0.24752 -1.74212 -0.092 -0.405 1.611
H -3.06040 -5.78480 2.84747 0.494 0.123 0.157
C 3.53468 4.51332 1.23320 1.301 -0.232 -0.731
C -0.12118 -1.88914 7.69309 1.103 2.096 3.780
C 2.28765 0.79614 -3.49548 0.613 -0.058 -1.871
H -4.01087 -1.76010 4.38877 0.373 -0.309 0.417
H 1.18667 6.43048 0.88383 -0.105 -0.447 -0.060
H 3.98628 4.32542 -7.15150 -0.142 -0.004 -0.215
H -3.26799 2.20621 -6.08272 0.750 0.207 -1.794
H -5.26741 -1.15438 -6.77985 -0.200 -0.077 -0.613
H -0.79542 -1.07900 7.41528 -0.243 1.194 0.011
H 1.65528 3.77838 -6.26383 -0.316 -0.121 -0.294
H 6.36786 -5.99517 3.50004 -0.089 0.207 -0.425
H 0.18410 5.22289 -3.99674 -0.087 -0.241 -0.110
H -2.58004 3.46281 -0.76288 -0.419 -0.460 -0.248
H -3.26031 3.31704 3.51009 0.542 -0.050 -0.161
C -0.03186 -4.07051 -1.10576 0.702 2.068 -0.677
C -5.56110 -2.15852 -6.47400 0.177 -0.142 0.642
C -3.25281 -3.76937 3.77060 -1.422 -0.284 -1.167
H 0.77045 4.13077 -0.24279 0.581 0.338 -0.371
H -8.31628 -0.49677 3.13524 -0.580 0.539 0.629
H -3.54233 -4.73282 1.58886 0.648 1.018 -0.023
H 3.21544 5.30700 -4.34258 0.628 0.047 0.616
H -6.47157 -2.54078 -6.93554 0.188 0.312 -0.442
C 3.18406 5.06327 -7.14063 -1.303 1.219 1.990
P 1.93279 3.70459 -3.29345 1.076 0.343 0.456
H -2.69706 0.58189 5.98285 0.333 -0.626 0.440
H -3.98128 4.49507 1.74085 0.481 0.300 0.258
H 2.09933 -1.98123 0.47703 0.133 0.297 0.049
C -2.62516 1.18245 3.17170 -0.819 0.747 0.367
H -0.39656 6.96705 0.34761 -0.147 -0.218 -0.180
C -3.36230 -1.64948 2.32121 -1.706 0.765 -0.440
H 2.32995 3.08773 -1.22637 0.400 0.131 1.250
C 3.83198 4.85186 -1.33091 -0.910 0.335 0.029
H 0.79255 -3.56889 -3.94388 0.054 -0.356 -0.214
H -0.00103 -3.47412 -0.19391 -0.475 -0.060 0.267
C -1.48140 -4.22174 -1.54716 0.397 1.046 1.772
H 3.49933 1.32550 -5.23220 0.552 -0.228 -0.081
C 2.92580 4.31459 -4.68803 -0.185 1.472 0.589
H 6.43360 -1.21123 0.52785 0.107 0.653 0.693
C 2.61013 -2.42092 1.33369 0.273 1.811 0.769
C 2.17511 4.68243 -5.94669 0.510 -1.784 -2.120
O -0.08070 1.73628 -0.65568 0.274 0.923 -1.408
H 5.09322 0.62255 1.66136 0.201 0.185 0.051
H 5.24347 -0.16205 -2.04933 -0.646 0.161 0.526
H 0.21717 -6.04383 -0.27168 -0.224 -0.084 -0.048
H -2.12221 -3.03144 9.48425 0.799 0.366 -0.018
H 0.03793 -2.51284 -6.71905 -0.145 -0.189 -0.327
C 0.67811 5.08603 -3.03480 -0.018 -0.920 -0.020
O -0.17375 -0.64859 -1.27264 -0.873 -0.851 -2.647
C -3.62004 -4.86685 2.66779 0.334 -0.574 0.680
C 5.63100 -3.12572 2.94504 -1.325 0.612 1.849
H 3.35331 7.08002 -7.74254 0.739 0.458 0.167
C 1.19834 -4.40273 -6.73975 0.052 0.298 0.850
C 1.80826 2.22716 4.55679 0.329 0.118 -0.892
H -3.24401 -3.18154 -1.10743 -0.683 0.486 -0.966
H 3.00839 -1.60578 -4.39571 0.045 -0.483 -0.494
F 1.77951 -1.15202 6.35000 1.524 0.771 0.094
H 3.08262 5.49575 1.36950 -0.367 -0.310 -0.032
H 0.93412 2.29008 3.90870 -0.582 0.426 0.493
H -4.62645 -5.28393 2.70341 -0.480 0.620 0.744
H -4.41922 0.16504 -0.08250 -0.071 -0.036 -0.119
C 1.31854 2.02093 -3.68717 -0.618 -0.463 0.936
H -2.80269 -2.17714 8.07600 -0.054 0.548 0.232
H 1.88285 -4.99161 -6.12920 0.590 0.593 0.247
C -0.39632 4.92302 -1.93412 0.100 -0.015 0.059
H -2.81330 -4.10915 -4.01809 -0.375 -0.034 -0.219
H 1.53696 -2.22781 -5.97023 0.620 -0.570 -0.323
C 2.93918 0.46582 -4.86442 -0.572 -0.788 -0.903
C 0.71046 -5.31514 -0.91494 1.135 -1.963 -0.179
C 6.98274 -5.18394 3.88983 -0.679 -0.408 1.001
H 2.14667 -0.63734 4.15252 0.093 0.071 -0.003
C -5.52042 0.43733 3.12694 0.774 -1.232 -1.902
H 3.85088 -2.30503 4.05992 0.058 -0.353 0.230
H -3.78697 -2.10005 1.42413 -0.227 0.200 -0.334
C -2.91932 -4.27771 7.95832 1.043 0.542 -0.202
C 1.76379 -4.49361 2.54998 -1.511 -0.730 -0.081
H -1.45550 2.60218 -5.82081 -0.260 -0.189 -0.380
H -2.24432 2.47074 -3.43139 0.679 -0.757 0.239
C 0.71368 -1.92241 6.27895 -0.052 -1.881 4.438
H 4.17485 4.32746 2.09561 -0.125 0.030 0.204
H 7.34908 -5.59741 4.82947 0.221 0.037 0.091
C -3.81770 0.86469 0.49781 -0.395 -0.124 -0.311
C 3.62251 -0.94266 -5.00500 0.442 2.444 1.951
H -0.89398 0.81266 5.70589 -0.386 -0.332 -0.323
C 0.78777 -3.00841 -6.10239 -0.991 -0.539 0.857
H 0.93227 6.81479 -0.81159 0.274 1.003 0.267
S 0.15210 0.34214 -0.25674 -0.003 0.071 1.319
H 1.28653 5.98533 -2.93901 0.211 0.012 0.313
C -2.86652 2.09526 -4.24378 0.138 0.727 1.295
H -1.72826 -4.75008 -2.46804 0.440 -0.273 0.224
H 4.97495 -3.77879 2.36955 0.524 -0.256 -0.301
H -2.79500 3.80910 -5.69878 0.283 0.087 0.495
H -3.07401 -1.62201 -5.86478 0.107 0.023 0.270
H -3.86210 -4.36247 8.49877 -0.035 -0.214 -0.269
C 5.51341 -0.81579 0.09776 0.321 -1.629 -1.489
H 7.86177 -5.01015 3.26918 -0.245 0.109 -0.188
C 2.76851 1.36191 3.59010 0.348 0.849 2.448
H 0.57248 -3.42463 -1.74272 -0.155 0.159 -0.490
C -6.57477 -0.06064 2.09768 -0.545 2.049 -0.349
H 0.44356 -6.23031 3.27064 0.401 0.124 0.099
H -0.77528 -1.14455 -4.77327 -0.552 -0.345 -0.559
H 1.71278 -5.20954 -0.49984 -0.067 0.521 0.209
O -0.97088 -2.98394 7.63643 -0.743 -2.440 -0.066
H 2.17473 0.29771 -5.62300 -0.858 0.855 0.157
C -4.39006 -3.14129 -6.55964 -0.171 0.508 0.668
H -0.33018 -4.88589 2.45906 -0.080 -0.272 -0.586
H -0.68989 -3.92769 -4.86512 0.004 -0.166 0.303
H -6.48752 -1.11226 1.82458 0.325 0.052 0.067
H -3.68255 -0.09578 -2.44772 0.171 -0.075 0.173
H 0.88042 2.14222 -4.67784 0.425 -0.332 -0.454
H 3.29294 3.45725 5.49968 0.057 0.427 -0.018
H -4.74662 -4.11511 -6.22404 0.181 -0.226 -0.219
P -2.17375 -1.99048 -3.05426 -0.021 0.056 -1.979
H 4.50114 5.26620 -2.08500 0.596 -0.820 -0.174
H 3.85141 3.75264 -4.81279 -0.210 -0.277 -0.151
H 3.87508 2.87962 -2.03805 -0.285 -0.385 -0.342
H 0.93671 -5.78198 -1.87357 -0.361 -0.344 -0.177
H -6.44916 0.58398 1.22774 0.666 -0.401 -0.566
H -2.79605 3.18457 6.01068 -0.116 -0.018 0.026
H 0.44424 1.76867 -3.08712 -0.091 0.536 0.654
H -5.58842 1.49496 3.38171 -0.270 -0.178 0.011
H -5.84984 -2.00546 -5.43414 0.042 -0.203 0.353
H -2.18959 -3.56395 3.89496 0.084 -0.058 -0.535
C -2.22846 2.54748 5.33241 1.532 0.218 0.398
C -0.53341 -1.90015 -4.02583 -0.023 0.061 -0.171
H 1.79421 -5.00458 1.58765 0.647 0.134 -0.164
H -2.58398 5.35542 0.86981 0.040 -0.173 0.573
H 5.49269 -3.84824 5.03786 -0.231 -1.012 -0.140
H -1.30954 3.10557 5.15291 0.152 0.078 -0.220
C 3.08043 3.59650 -1.83137 -0.504 0.160 -1.321
H -4.84907 2.46717 -0.62113 -0.144 -0.173 0.072
H 1.60949 -4.39223 -7.74917 -0.002 0.513 0.089
H 3.25934 6.95222 -5.99693 0.089 0.013 0.074
C 0.46823 6.36596 0.06665 1.036 -0.079 -1.776
H 4.95538 3.53816 -0.02782 0.193 -0.070 -0.262
C -8.40885 1.70870 2.74854 -0.199 -0.496 1.623
C -3.00906 3.27894 0.22212 -0.502 0.508 1.368
H 5.93326 0.97968 -0.79249 -0.541 0.541 -0.795
H 7.76755 -1.21200 -1.46342 -0.329 -0.454 -0.382
C -2.77368 -0.20324 -3.03975 0.149 -0.126 -1.686
H -4.09635 5.08242 0.11799 -0.289 0.204 -0.001
H -1.91171 0.29937 -2.60102 -0.136 -0.084 0.736
H -2.78740 0.82224 0.14454 0.271 -0.682 0.315
H -9.47015 1.95077 2.80470 -0.240 -0.442 -0.880
H 1.29405 -2.51191 3.23460 0.894 0.348 0.156
H 5.18494 -1.19927 4.00373 -0.024 0.225 -0.033
C -8.05201 0.24557 2.38211 -0.270 -0.368 0.334
H -1.92854 -2.21855 -0.65886 0.666 0.078 -0.192
H -2.31664 0.36280 3.82061 1.066 0.349 0.129
H -5.08861 -2.58740 3.34719 0.038 -0.205 -0.313
H 3.00760 0.94912 -2.69152 0.059 0.188 -0.099
C -3.07352 2.38888 4.05020 -0.659 -1.153 1.241
H 7.96717 0.40508 -1.13164 0.336 0.389 -0.607
C 4.54688 -0.07885 1.03077 0.443 0.644 -0.358
H -1.16000 5.68874 -2.07041 0.210 0.480 -0.096
H 2.71275 -4.66547 3.05796 -0.187 -0.182 0.351
H -1.90903 1.55874 2.44116 0.560 -0.820 0.213
H 2.66920 5.14085 -8.09823 -0.089 -0.767 0.146
H 5.29976 5.22435 0.27599 0.055 0.143 -0.438
O 1.53253 0.08941 0.12550 2.133 0.588 0.245
H -8.64137 -0.09497 1.53076 0.173 0.162 -0.331
C -4.02547 -2.43039 3.52935 1.554 0.467 -0.280
C -3.18698 -2.69495 -5.70939 0.409 -0.723 -0.150
C -1.82494 1.22629 6.09357 -0.441 1.527 -0.890
C 5.90000 -0.03529 -1.18852 1.048 0.562 0.451
P 3.54950 -1.02012 2.17765 -1.927 -1.582 0.648
C 0.09302 -3.19003 -4.68902 -0.286 0.465 -0.144
C 2.24900 -0.02455 3.25691 1.149 -0.149 -0.844
H -3.82188 2.46262 -3.86903 -0.484 -0.158 -0.420
H -5.49812 -0.20764 4.00535 0.097 0.307 0.195
H 1.82402 -0.15906 -3.24901 -0.882 0.589 0.573
C -2.90862 0.56141 -4.45975 0.855 -0.032 2.189
F 1.10171 -3.13832 5.86291 0.739 -0.924 -0.022
H 1.54818 1.80295 5.52659 -0.003 -1.067 -0.442
O 0.46228 -1.65233 8.98922 -1.055 -0.911 -4.832
H 1.39041 5.41169 -5.74535 0.349 0.320 -0.219
C 3.71376 6.51234 -6.88468 -0.234 -1.094 -0.206
H -4.90720 2.50989 1.14817 -0.085 1.068 -0.085
C 6.22167 -3.90199 4.22927 0.168 2.041 -1.573
C 4.50434 4.52990 0.00554 -0.595 0.174 0.891
H -1.79140 -4.75556 -0.64881 -1.020 -0.636 -0.478
H -2.29507 -1.73826 2.11811 0.254 0.246 0.754
H 2.86230 3.65812 1.16507 -0.492 0.397 0.007
H -4.24094 -2.99616 -3.89385 -0.032 -0.361 0.465
H -0.65805 4.75017 0.24523 -0.763 -0.856 -0.723
H 3.04954 1.94055 2.71015 -0.360 0.084 -0.095
H 4.52473 -0.75783 -4.42195 0.644 -0.953 -0.388
C -3.20324 -3.10910 -4.20773 0.241 1.943 -0.069
C 1.54253 -3.00450 2.29454 -0.272 -0.871 -0.440
C -2.49906 2.77000 -5.55452 -1.484 -0.533 0.189
H 0.57934 -2.87876 1.80002 -0.072 -0.124 -0.348
H 1.65039 4.17772 5.61708 0.052 -0.138 -0.054
H -4.01104 2.21656 4.57885 -0.617 -0.525 -0.671
H 5.12386 -1.75981 -0.28327 -0.737 -0.148 0.221
H 7.45290 -0.09969 -2.81645 -0.026 0.213 0.229
H 3.86917 0.52361 0.42592 -0.340 -0.091 0.014
H 3.37927 -3.07983 0.93075 -0.154 -0.504 0.407
H -3.51941 -4.21559 4.72868 -0.320 0.128 -0.019
H 6.99042 -3.22670 4.60490 0.130 0.240 0.088
H -3.79829 0.32710 -5.04428 0.160 -0.303 0.046
H 6.49011 -2.73867 2.39711 -0.329 -0.068 -0.362
H 3.67652 1.25581 4.18371 0.464 -0.096 -0.099
H -7.91499 2.54816 2.25914 0.242 -0.420 -0.431
H -1.98158 0.29962 -4.96981 -0.319 0.005 -0.559
C -2.26170 -2.87251 -1.46474 0.439 -0.423 0.280
H 0.06211 -4.64752 4.03309 0.665 -0.202 0.574